Entry 1:
C4H10N2O | wB97M-V/def2-TZVPD

Each line ends with the Löwdin charge.
CARTESIAN COORDINATES (ANGSTROEM)
1 C 2.47 0.27 -0.13  -0.143
2 C 1.41 1.58 0.05  -0.161
3 C -1.79 -0.10 -0.96  -0.167
4 C -2.30 -0.98 0.18  -0.248
5 H 2.23 -0.37 0.85  0.067
6 H 3.67 0.57 0.06  0.090
7 H 2.42 -0.50 -1.02  0.076
8 H 1.27 2.29 -0.87  0.106
9 H 1.36 2.20 1.15  0.150
10 H -0.23 0.27 1.09  0.121
11 H -2.19 -0.14 -2.03  0.106
12 H -2.81 -0.45 0.96  0.090
13 H -2.79 -2.01 -0.04  0.137
14 H -0.97 -2.42 0.40  0.163
15 N 0.05 0.80 0.23  -0.143
16 N -0.64 0.50 -0.84  -0.058
17 O -1.18 -1.51 0.92  -0.188

Values from the calculation:
max |F|: 4.2 eV/A
Kohn-Sham gap: 8.69 eV
energy above the lowest of the compared OMol25 structures with the same formula, charge and spin: 575.38 kJ/mol
electronic energy: -342.98231 Ha
SMILES: CCN/N=C\CO
E_LUMO: 0.76 eV
E_HOMO: -7.92 eV



Entry 2:
CHFN2O | wB97M-V/def2-TZVPD

Each line ends with the Löwdin charge.
CARTESIAN COORDINATES (ANGSTROEM)
1 C 1.00 -0.01 -0.11  -0.454
2 N 0.15 -0.71 0.38  0.104
3 N -1.69 0.28 0.14  0.127
4 O -2.50 -0.53 0.33  0.051
5 F 0.89 1.22 -0.52  0.026
6 H 2.15 -0.26 -0.22  0.147

Values from the calculation:
max |F|: 4.7 eV/A
Kohn-Sham gap (alpha / beta): 8.91 / 8.09 eV
energy above the lowest of the compared OMol25 structures with the same formula, charge and spin: 268.36 kJ/mol
electronic energy: -323.16357 Ha
E_LUMO (alpha / beta): -0.90 / -1.16 eV
E_HOMO (alpha / beta): -9.81 / -9.25 eV



Entry 3:
C37H48BIN6PRbS2Se3 | wB97M-V/def2-TZVPD

Each line ends with the Löwdin charge.
CARTESIAN COORDINATES (ANGSTROEM)
1 Rb -1.05 -0.38 -0.40  0.288
2 C -1.28 -2.88 5.27  -0.069
3 N -2.17 -1.81 4.88  -0.147
4 C -2.55 -0.76 5.70  -0.070
5 C -3.37 0.01 4.96  -0.117
6 N -3.51 -0.55 3.71  -0.002
7 B -4.44 0.01 2.59  -0.461
8 N -3.72 1.01 1.60  -0.006
9 C -4.06 0.95 0.25  -0.119
10 C -3.51 2.00 -0.39  -0.091
11 N -2.86 2.74 0.58  -0.126
12 C -2.18 3.99 0.33  -0.051
13 C -2.99 2.13 1.80  -0.756
14 S -2.35 2.74 3.26  0.543
15 C -2.77 -1.68 3.67  -0.774
16 S -2.55 -2.79 2.39  0.585
17 H -0.56 -2.51 5.99  0.083
18 H -0.77 -3.24 4.38  0.048
19 H -1.84 -3.72 5.70  0.085
20 H -2.18 -0.64 6.70  0.103
21 H -3.86 0.94 5.20  0.092
22 H -4.80 -0.92 1.92  0.055
23 H -5.37 0.59 3.13  0.070
24 H -4.62 0.13 -0.15  0.118
25 H -3.50 2.27 -1.43  0.083
26 H -2.84 4.64 -0.25  0.094
27 H -1.27 3.83 -0.25  0.069
28 H -1.94 4.44 1.29  0.040
29 C 4.36 0.06 -3.32  -0.422
30 Se 3.37 1.06 -1.97  0.784
31 C 1.71 1.24 -3.01  -0.587
32 C 1.61 2.53 -3.79  -0.592
33 Se 1.41 4.12 -2.66  0.833
34 C -0.46 4.50 -3.07  -0.442
35 H 3.84 -0.87 -3.54  -0.004
36 H 5.35 -0.15 -2.92  0.008
37 H 4.45 0.66 -4.23  0.020
38 H 0.85 1.12 -2.34  -0.011
39 H 1.69 0.38 -3.68  0.031
40 H 0.71 2.46 -4.41  0.006
41 H 2.49 2.68 -4.40  0.043
42 H -0.52 5.08 -3.99  0.007
43 H -0.87 5.07 -2.24  -0.011
44 H -1.00 3.55 -3.19  -0.080
45 N 0.76 2.03 0.63  -0.006
46 C 1.92 1.96 1.52  -0.291
47 C 1.56 1.51 2.94  -0.204
48 C 1.09 0.07 3.09  -0.290
49 N -0.23 -0.13 2.50  -0.036
50 H 1.05 2.44 -0.26  0.002
51 H 0.07 2.67 1.02  0.041
52 H 2.45 2.92 1.60  0.105
53 H 2.63 1.24 1.09  0.066
54 H 0.80 2.18 3.35  0.088
55 H 2.46 1.64 3.55  0.102
56 H 1.11 -0.18 4.17  0.098
57 H 1.80 -0.59 2.60  0.074
58 H -0.89 0.54 2.89  0.009
59 H -0.58 -1.06 2.72  -0.003
60 I 3.01 -2.00 -0.17  1.015
61 C 2.65 -3.98 0.46  -0.597
62 C 3.25 -4.31 1.64  -0.182
63 C 3.30 -5.64 2.10  -0.092
64 C 2.80 -6.63 1.31  -0.054
65 C 2.16 -6.33 0.09  -0.169
66 C 1.69 -7.39 -0.73  -0.047
67 C 1.04 -7.14 -1.90  -0.069
68 C 0.76 -5.80 -2.25  -0.086
69 C 1.18 -4.74 -1.49  -0.312
70 P 0.40 -3.10 -1.86  0.970
71 C -1.33 -3.63 -2.18  -0.386
72 C -2.07 -3.88 -1.02  -0.137
73 C -3.40 -4.26 -1.10  -0.080
74 C -4.00 -4.40 -2.34  -0.091
75 C -3.28 -4.14 -3.49  -0.078
76 C -1.94 -3.76 -3.42  -0.076
77 C 1.08 -2.72 -3.51  -0.378
78 C 2.23 -3.35 -4.01  -0.116
79 C 2.77 -2.97 -5.23  -0.118
80 C 2.17 -1.95 -5.97  -0.103
81 C 1.05 -1.31 -5.47  -0.092
82 C 0.50 -1.69 -4.25  -0.171
83 C 1.99 -4.98 -0.33  -0.188
84 H 3.73 -3.53 2.22  0.076
85 H 3.76 -5.86 3.05  0.098
86 H 2.88 -7.67 1.61  0.105
87 H 1.86 -8.40 -0.39  0.105
88 H 0.70 -7.95 -2.53  0.100
89 H 0.15 -5.61 -3.12  0.110
90 H -1.61 -3.75 -0.04  0.048
91 H -3.96 -4.42 -0.19  0.096
92 H -5.05 -4.67 -2.41  0.095
93 H -3.75 -4.20 -4.46  0.100
94 H -1.40 -3.53 -4.32  0.104
95 H 2.71 -4.14 -3.44  0.093
96 H 3.66 -3.46 -5.60  0.090
97 H 2.60 -1.66 -6.92  0.091
98 H 0.57 -0.48 -5.97  0.093
99 H -0.34 -1.08 -3.89  -0.071
100 Se -1.79 0.96 -3.95  -0.599

Values from the calculation:
max |F|: 0.5 eV/A
Kohn-Sham gap: 3.07 eV
charge: -2
energy above the lowest of the compared OMol25 structures with the same formula, charge and spin: 107.19 kJ/mol
electronic energy: -10456.03202 Ha
E_LUMO: 3.44 eV
E_HOMO: 0.36 eV



Entry 4:
C48H50BCsN8O5Se | wB97M-V/def2-TZVPD

Each line ends with the Löwdin charge.
CARTESIAN COORDINATES (ANGSTROEM)
1 Cs -0.32 2.06 0.24  1.409
2 C -2.69 1.49 -2.19  -0.083
3 O -1.28 1.51 -2.33  -0.257
4 C -0.77 1.48 -3.58  -0.221
5 C -1.54 1.44 -4.73  -0.028
6 C -0.95 1.37 -5.99  -0.113
7 C 0.43 1.34 -6.10  -0.125
8 C 1.21 1.38 -4.96  -0.035
9 C 0.65 1.47 -3.69  -0.177
10 N 1.38 1.49 -2.49  0.057
11 N 2.64 1.50 -2.69  0.055
12 C 3.51 1.31 -1.67  -0.149
13 C 3.15 0.97 -0.31  -0.398
14 O 2.01 1.08 0.17  -0.369
15 C 4.23 0.42 0.51  -0.046
16 C 5.52 0.37 0.10  -0.064
17 C 5.91 0.84 -1.19  -0.191
18 C 7.25 0.84 -1.60  -0.072
19 C 7.62 1.30 -2.84  -0.130
20 C 6.63 1.78 -3.72  -0.111
21 C 5.31 1.78 -3.34  -0.038
22 C 4.90 1.31 -2.07  -0.105
23 H -3.12 0.58 -2.63  0.099
24 H -3.14 2.37 -2.66  0.102
25 H -2.91 1.51 -1.13  0.061
26 H -2.62 1.46 -4.66  0.099
27 H -1.58 1.34 -6.87  0.090
28 H 0.89 1.27 -7.08  0.087
29 H 2.29 1.33 -5.03  0.089
30 H 3.94 0.09 1.50  0.102
31 H 6.29 -0.03 0.76  0.107
32 H 8.01 0.48 -0.91  0.099
33 H 8.66 1.31 -3.14  0.083
34 H 6.92 2.14 -4.70  0.089
35 H 4.55 2.16 -4.01  0.093
36 C -3.31 4.32 3.99  -0.046
37 C -2.48 3.24 3.34  -0.290
38 N -1.68 3.47 2.37  -0.063
39 N -1.45 4.72 1.95  0.020
40 C -1.35 4.91 0.64  -0.614
41 O -1.73 4.15 -0.28  -0.290
42 C -0.74 6.24 0.27  -0.139
43 C 0.05 6.30 -0.87  -0.025
44 C 0.66 7.48 -1.25  -0.099
45 C 0.47 8.63 -0.51  -0.127
46 C -0.34 8.59 0.62  -0.111
47 C -0.94 7.40 1.01  -0.042
48 C -2.63 1.84 3.78  -0.232
49 C -3.61 1.48 4.71  -0.041
50 C -3.78 0.14 5.02  -0.099
51 C -2.97 -0.81 4.42  -0.073
52 C -2.00 -0.35 3.54  -0.134
53 N -1.82 0.92 3.24  0.118
54 H -3.00 5.27 3.57  0.050
55 H -3.15 4.33 5.07  0.070
56 H -4.37 4.17 3.79  0.077
57 H 0.16 5.39 -1.46  0.114
58 H 1.30 7.51 -2.13  0.093
59 H 0.95 9.56 -0.80  0.085
60 H -0.50 9.49 1.20  0.087
61 H -1.56 7.35 1.90  0.100
62 H -4.26 2.22 5.15  0.093
63 H -4.56 -0.16 5.72  0.096
64 H -3.10 -1.86 4.62  0.094
65 H -1.33 -1.05 3.05  0.090
66 C -4.19 -4.20 -2.24  -0.028
67 C -3.08 -3.44 -1.50  -0.482
68 C -1.83 -3.43 -2.38  -0.016
69 O -3.53 -2.11 -1.33  0.088
70 B -3.78 -1.85 0.04  -0.774
71 O -3.33 -2.94 0.82  0.091
72 C -2.82 -3.96 -0.02  -0.478
73 C -1.34 -4.16 0.30  -0.043
74 C -3.58 -5.25 0.32  -0.028
75 H -4.34 -3.72 -3.20  0.083
76 H -5.12 -4.15 -1.68  0.086
77 H -3.93 -5.25 -2.40  0.076
78 H -2.10 -3.02 -3.36  0.085
79 H -1.45 -4.44 -2.52  0.082
80 H -1.06 -2.79 -1.95  0.089
81 H -0.78 -3.24 0.17  0.030
82 H -0.90 -4.95 -0.31  0.084
83 H -1.26 -4.44 1.36  0.081
84 H -4.65 -5.08 0.27  0.082
85 H -3.34 -5.52 1.36  0.081
86 H -3.30 -6.08 -0.33  0.079
87 C -6.74 0.07 2.70  -0.162
88 C -6.42 0.03 1.21  -0.336
89 C -4.93 0.28 1.00  -0.162
90 N -4.27 -0.68 0.53  0.165
91 H -7.82 0.03 2.90  0.046
92 H -6.33 0.99 3.13  0.046
93 H -6.27 -0.78 3.20  0.057
94 H -6.98 0.82 0.69  0.074
95 H -6.73 -0.95 0.78  0.081
96 C 2.28 -4.99 2.88  -0.044
97 N 3.24 -4.27 2.09  -0.087
98 C 3.01 -3.06 1.48  -0.748
99 Se 1.51 -2.06 1.53  0.770
100 N 4.16 -2.74 0.82  0.121
101 C 5.11 -3.72 1.00  -0.175
102 C 6.41 -3.85 0.54  -0.011
103 C 7.11 -5.00 0.92  -0.112
104 C 6.52 -5.97 1.72  -0.114
105 C 5.21 -5.84 2.18  -0.020
106 C 4.52 -4.70 1.80  -0.168
107 H 1.40 -4.36 2.98  0.038
108 H 2.69 -5.21 3.87  0.092
109 H 2.00 -5.92 2.39  0.096
110 H 4.26 -1.85 0.35  0.114
111 H 6.87 -3.09 -0.08  0.110
112 H 8.13 -5.13 0.58  0.094
113 H 7.09 -6.85 1.99  0.092
114 H 4.75 -6.60 2.80  0.103

Values from the calculation:
max |F|: 1.6 eV/A
Kohn-Sham gap: 3.58 eV
charge: -2
energy above the lowest of the compared OMol25 structures with the same formula, charge and spin: 0.00 kJ/mol
electronic energy: -5119.86733 Ha
E_LUMO: 3.45 eV
E_HOMO: -0.14 eV



Entry 5:
C4H9N | wB97M-V/def2-TZVPD

Each line ends with the Löwdin charge.
CARTESIAN COORDINATES (ANGSTROEM)
1 C 1.84 -0.38 0.40  -0.061
2 C 0.47 0.21 0.32  -0.381
3 C -0.05 1.00 -0.81  -0.120
4 N -0.51 -0.36 -0.59  -0.127
5 C -1.83 -0.54 -0.01  -0.103
6 H 2.54 0.32 0.89  0.076
7 H 1.85 -1.31 0.98  0.075
8 H 2.21 -0.59 -0.60  0.075
9 H 0.12 0.51 1.29  0.126
10 H 0.58 1.17 -1.68  0.103
11 H -0.74 1.81 -0.56  0.103
12 H -1.68 -1.18 0.86  0.086
13 H -2.34 0.37 0.27  0.071
14 H -2.44 -1.04 -0.76  0.076

Values from the calculation:
max |F|: 0.9 eV/A
Kohn-Sham gap: 10.35 eV
energy above the lowest of the compared OMol25 structures with the same formula, charge and spin: 105.65 kJ/mol
electronic energy: -212.51093 Ha
SMILES: C[C@H]1CN1C
E_LUMO: 1.26 eV
E_HOMO: -9.10 eV



Entry 6:
CH11NO5 | wB97M-V/def2-TZVPD

Each line ends with the Löwdin charge.
CARTESIAN COORDINATES (ANGSTROEM)
1 C 0.01 -0.10 -1.52  -0.399
2 N 0.05 1.17 -1.88  0.150
3 O 0.35 -1.09 -2.18  -0.024
4 H -0.43 -0.27 -0.52  0.127
5 H 0.03 1.88 -1.12  0.054
6 H 0.23 1.33 -2.85  0.110
7 H -0.86 3.58 0.02  0.062
8 H -0.03 2.66 0.92  0.024
9 O 0.00 3.14 0.07  -0.066
10 H 0.19 0.33 2.23  0.020
11 H 1.47 0.72 1.58  0.057
12 O 0.62 1.10 1.83  -0.068
13 H -0.34 -2.26 2.56  0.052
14 H -0.10 -2.04 1.09  -0.043
15 O -0.06 -1.60 1.93  -0.054
16 H -1.04 -3.24 -0.78  0.064
17 H 0.16 -2.37 -1.03  0.006
18 O -0.23 -2.95 -0.35  -0.071

Values from the calculation:
max |F|: 2.1 eV/A
Kohn-Sham gap: 10.98 eV
energy above the lowest of the compared OMol25 structures with the same formula, charge and spin: 0.63 kJ/mol
electronic energy: -475.68782 Ha
SMILES: NC=O.O.O.O.O
E_LUMO: 0.71 eV
E_HOMO: -10.27 eV



Entry 7:
C4H7NO2 | wB97M-V/def2-TZVPD

Each line ends with the Löwdin charge.
CARTESIAN COORDINATES (ANGSTROEM)
1 C -0.15 1.14 0.33  -0.207
2 C -1.45 0.16 0.13  -0.111
3 C -0.96 -1.15 -0.37  -0.112
4 C 1.85 -0.17 -0.17  -0.184
5 H -0.44 2.20 0.28  0.115
6 H 0.20 1.18 1.31  0.087
7 H -2.21 0.54 -0.63  0.122
8 H -2.04 -0.09 1.02  0.109
9 H -1.73 -1.72 -0.97  0.134
10 H 2.64 0.35 0.23  0.108
11 H 2.14 -0.67 -1.14  0.147
12 N 0.20 -1.71 -0.02  0.067
13 O 1.14 -0.92 0.68  -0.129
14 O 0.81 0.85 -0.67  -0.146

Values from the calculation:
max |F|: 5.4 eV/A
Kohn-Sham gap: 10.59 eV
energy above the lowest of the compared OMol25 structures with the same formula, charge and spin: 436.80 kJ/mol
electronic energy: -361.71449 Ha
SMILES: C1=NOCOCC1
E_LUMO: 1.01 eV
E_HOMO: -9.58 eV



Entry 8:
C9H14AuN2P | wB97M-V/def2-TZVPD

Each line ends with the Löwdin charge.
CARTESIAN COORDINATES (ANGSTROEM)
1 C -0.38 0.52 -2.41  -0.075
2 C -1.19 1.61 -1.97  -0.115
3 C -0.31 2.64 -1.51  -0.107
4 C 1.03 2.24 -1.77  -0.138
5 C 1.01 0.92 -2.31  -0.088
6 Au 0.14 -1.31 1.64  0.264
7 P -0.26 -2.92 0.13  0.365
8 H -0.73 -0.45 -2.75  0.089
9 H -2.28 1.64 -1.89  0.087
10 H -0.61 3.61 -1.11  0.107
11 H 1.87 0.32 -2.60  0.094
12 H 1.92 2.85 -1.57  0.094
13 H 0.92 -3.13 -0.64  -0.152
14 H -1.23 -2.55 -0.87  -0.135
15 H -0.55 -4.26 0.52  -0.163
16 C 0.82 2.25 1.61  -0.030
17 C 0.83 1.46 2.86  -0.400
18 N 0.59 0.15 3.03  -0.149
19 C 0.74 -0.14 4.39  -0.142
20 C 1.12 1.00 5.02  -0.092
21 N 1.11 2.00 4.05  0.086
22 H 1.04 3.30 1.85  0.086
23 H 1.59 1.87 0.93  0.072
24 H -0.17 2.17 1.14  0.078
25 H 0.55 -1.12 4.80  0.096
26 H 1.42 1.16 6.04  0.106
27 H 1.25 2.99 4.21  0.162

Values from the calculation:
max |F|: 3.0 eV/A
Kohn-Sham gap (alpha / beta): 3.43 / 6.36 eV
spin multiplicity: 3
energy above the lowest of the compared OMol25 structures with the same formula, charge and spin: 0.00 kJ/mol
electronic energy: -937.71155 Ha
⟨S²⟩: 2.024
E_LUMO (alpha / beta): 0.56 / -1.61 eV
E_HOMO (alpha / beta): -2.87 / -7.97 eV